Below is a structure of composition C9H15NO2S in a non-equilibrium geometry, with properties calculated with wB97M-V/def2-TZVPD.

Summary:
* HOMO (spin up / spin down): -8.25 / -8.25 eV
* spin multiplicity: 1
* LUMO level (spin up / spin down): 0.58 / 0.58 eV
* molecular weight: 201.291 g mol⁻¹
* charge: 0
* gap between HOMO and LUMO (spin up / spin down): 8.8 / 8.8 eV

CARTESIAN COORDINATES (ANGSTROEM)
C (1.507, 0.900, 0.929)
C (2.153, -0.184, 0.096)
C (-0.511, -0.604, 1.439)
C (-0.090, 0.719, 0.791)
C (0.239, -1.773, 0.846)
C (1.091, -1.050, -0.287)
C (-0.570, 0.525, -0.614)
C (-0.266, 1.516, -1.771)
C (-1.789, -0.274, -0.983)
N (-0.421, -2.679, -0.013)
O (1.780, -3.383, -1.257)
O (0.157, -2.260, -2.685)
S (0.737, -2.413, -1.401)
H (1.700, 0.878, 1.961)
H (1.863, 1.982, 0.724)
H (2.824, 0.294, -0.614)
H (2.956, -0.613, 0.774)
H (-0.217, -0.509, 2.427)
H (-1.601, -0.806, 1.517)
H (-0.599, 1.441, 1.418)
H (0.737, -2.272, 1.643)
H (-0.330, 0.945, -2.629)
H (0.676, 1.955, -1.592)
H (-1.070, 2.337, -1.772)
H (-2.160, -0.053, -1.964)
H (-2.590, 0.014, -0.346)
H (-1.651, -1.355, -0.874)
H (-0.616, -3.599, 0.327)

Mulliken population analysis, charges in e, atoms 1 to 4: atom 1 (C): -0.885, atom 2 (C): -0.786, atom 3 (C): -1.314, atom 4 (C): -0.006

=====

Below is the molecule C4H6O in a non-equilibrium geometry, with properties calculated with wB97M-V/def2-TZVPD.

Summary:
* HOMO: -8.79 eV
* structure (SMILES): C[C@@]12C[C@@H]1O2
* spin multiplicity: 1
* LUMO level: 1.07 eV
* molecular weight: 70.091 g mol⁻¹
* charge: 0
* gap between HOMO and LUMO: 9.9 eV

CARTESIAN COORDINATES (ANGSTROEM)
C (-0.573, -0.727, 1.208)
C (0.205, -1.526, 0.175)
C (0.425, -0.114, 0.308)
C (0.510, 0.932, -0.730)
O (1.467, -1.004, 0.692)
H (-1.554, -0.511, 0.732)
H (-0.478, -0.534, 2.287)
H (0.234, -2.258, -0.500)
H (1.276, 0.567, -1.349)
H (0.765, 1.780, -0.162)
H (-0.313, 1.215, -1.292)

Mulliken population analysis, charges in e, atoms 1 to 4: atom 1 (C): -0.596, atom 2 (C): -0.470, atom 3 (C): 0.882, atom 4 (C): -1.307

=====

Below is the molecule C3H2ClN3S in a non-equilibrium geometry, with properties calculated with wB97M-V/def2-TZVPD.

Summary:
* HOMO: -9.54 eV
* structure (SMILES): Sc1ncc(Cl)nn1
* spin multiplicity: 1
* LUMO level: -1.01 eV
* molecular weight: 147.590 g mol⁻¹
* charge: 0
* gap between HOMO and LUMO: 8.5 eV

CARTESIAN COORDINATES (ANGSTROEM)
C (0.676, 0.662, -0.617)
C (-1.035, -0.672, 0.050)
C (-0.579, -0.341, 1.435)
H (1.033, 0.314, -2.971)
H (-1.883, -1.263, -0.056)
N (-0.345, -0.134, -0.999)
N (0.480, 0.418, 1.690)
N (1.166, 0.893, 0.552)
S (1.664, 1.258, -1.987)
Cl (-1.178, -1.134, 2.903)

Mulliken population analysis, charges in e, atoms 1 to 4: atom 1 (C): 0.585, atom 2 (C): -0.181, atom 3 (C): 0.510, atom 4 (H): 0.192

=====

Below is a cluster of 2 separate species, CH3N2OS in total in a non-equilibrium geometry, with properties calculated with wB97M-V/def2-TZVPD.

Summary:
* HOMO (spin up / spin down): -14.16 / -13.96 eV
* spin multiplicity: 1
* LUMO level (spin up / spin down): -6.03 / -6.98 eV
* molecular weight: 91.115 g mol⁻¹
* charge: +1
* gap between HOMO and LUMO (spin up / spin down): 8.1 / 7.0 eV

CARTESIAN COORDINATES (ANGSTROEM)
C (-0.080, -0.089, 0.447)
N (-0.915, 0.924, 0.287)
N (-0.621, -1.280, 0.276)
O (-1.951, -1.181, 0.105)
S (-2.483, 0.406, -0.174)
H (0.962, 0.024, 0.704)
H (-0.676, 1.901, 0.417)
H (0.177, -1.837, -1.147)

Mulliken population analysis, charges in e, atoms 1 to 4: atom 1 (C): 0.191, atom 2 (N): -0.084, atom 3 (N): -0.314, atom 4 (O): -0.115

=====

Below is the molecule C3H6OS in a non-equilibrium geometry, with properties calculated with wB97M-V/def2-TZVPD.

Summary:
* HOMO: -9.52 eV
* structure (SMILES): CC(=O)CS
* spin multiplicity: 1
* LUMO level: 0.33 eV
* molecular weight: 90.147 g mol⁻¹
* charge: 0
* gap between HOMO and LUMO: 9.9 eV

CARTESIAN COORDINATES (ANGSTROEM)
C (0.598, -0.808, 0.890)
C (0.190, 0.533, 0.710)
C (-0.575, 0.849, -0.518)
H (0.995, -0.582, 1.838)
H (1.291, -1.229, 0.038)
H (-0.077, -1.613, 0.991)
H (-1.538, 0.232, -0.376)
H (-0.868, 2.021, -0.666)
H (-0.244, -1.121, -2.251)
O (0.470, 1.362, 1.656)
S (-0.242, 0.357, -2.312)

Mulliken population analysis, charges in e, atoms 1 to 4: atom 1 (C): -1.035, atom 2 (C): 0.826, atom 3 (C): -0.707, atom 4 (H): 0.362

=====

Which of these has the lowest molecular weight? C4H6O